This record from OMol25 describes C4H8O3 as an isolated structure. The level of theory is ωB97M-V/def2-TZVPD.

Properties
Total charge: 0
Energy above the lowest of the compared OMol25 structures with the same formula, charge and spin: 9.278 eV
Gap between HOMO and LUMO (spin up / spin down): 9.01 / 9.02 eV

```
15
Properties=species:S:1:pos:R:3:forces:R:3
C 0.74230 -0.10348 0.87115 0.23 0.18 0.04
C -0.51840 2.14135 -0.03103 0.03 -0.13 0.06
C -0.38505 -0.65015 0.30032 -0.31 0.05 -0.18
C -1.41723 -1.21095 -0.24086 0.03 0.04 0.03
O 1.29911 -1.90323 0.27984 -0.05 0.46 -0.23
O -0.59214 1.15091 0.97751 0.33 -0.55 -0.22
O 2.02439 -1.63562 -0.94368 -0.34 -0.05 0.35
H 1.63018 -2.27734 -1.54997 0.04 0.07 0.08
H 1.48220 0.38763 0.25301 -0.07 -0.01 -0.04
H 0.94669 -0.24805 1.92139 -0.05 -0.02 -0.04
H -1.52734 2.47716 -0.29054 0.06 -0.03 0.02
H -0.04135 1.76952 -0.94984 -0.01 -0.03 0.06
H 0.05677 3.00312 0.32627 -0.04 -0.07 -0.02
H -1.34235 -2.22163 -0.62010 0.07 0.05 0.03
H -2.35778 -0.67923 -0.30345 0.08 0.02 0.03
```
Positions in Å, forces in eV/Å.